## P
C8H14N2O3 | the ωB97M-V functional and the def2-TZVPD basis

The geometry in XYZ format:
```
27
Properties=species:S:1:pos:R:3:mulliken_charge:R:1
C 1.31536 -0.34775 0.90741 -0.58
C 1.03674 -1.22610 -0.02483 -0.76
C 0.32082 0.89025 0.71018 1.45
C -0.27126 -0.81983 -0.73159 1.53
C -0.20811 1.57870 1.99545 -1.53
C 1.26600 1.86198 -0.03256 -1.56
C 0.16347 -0.61562 -2.18406 -1.48
C -1.37361 -1.82662 -0.57030 -1.98
N -0.67654 0.47219 -0.23070 -0.17
N -3.12424 1.44336 0.24997 1.06
O -3.05787 1.86435 -0.88420 -0.55
O -3.88872 1.82963 1.11006 -0.59
O -2.33577 0.52335 0.73931 -0.35
H 2.13287 -0.29551 1.70744 0.37
H 1.50750 -2.26341 -0.21861 0.32
H -0.30533 0.77055 2.74943 0.36
H -1.07156 2.04694 1.74097 0.38
H 0.51487 2.27697 2.45533 0.40
H 0.75052 2.68833 -0.59532 0.32
H 1.76010 1.20540 -0.83088 0.37
H 2.03447 2.08766 0.68746 0.50
H -0.80428 -0.39107 -2.65583 0.35
H 0.48080 -1.55353 -2.58067 0.43
H 0.73036 0.32526 -2.16612 0.38
H -1.41432 -2.07287 0.42216 0.50
H -1.16985 -2.75127 -1.10836 0.48
H -2.34326 -1.50148 -0.95713 0.34
```

Results
HOMO level (spin up / spin down) = -9.7 / -9.7 eV
Orbital gap (spin up / spin down) = 0.305 / 0.303 hartree
LUMO (spin up / spin down) = -1.43 / -1.46 eV

## Q
C8H14N2O3 | the ωB97M-V functional and the def2-TZVPD basis

The geometry in XYZ format:
```
27
Properties=species:S:1:pos:R:3:mulliken_charge:R:1
O -4.64518 -1.47937 -0.62357 -0.49
C -3.54647 -2.26021 -0.75387 0.43
O -3.53610 -3.38341 -1.70380 -0.45
C -2.25379 -1.83715 0.18235 -0.38
C -0.79941 -2.37333 -0.43458 -0.62
C -0.06562 -1.03644 -1.05969 0.21
C -0.34577 -0.54669 -2.60133 -0.36
N 0.52546 0.70234 -2.60793 -0.11
C 1.22966 0.93481 -1.25557 -0.21
N 0.86942 -0.15079 -0.26578 -0.04
H -2.78383 -3.28751 -2.38563 0.34
H -2.23791 -0.64412 0.18335 0.30
H -2.34241 -2.16600 1.30253 0.36
H -0.92508 -3.20847 -1.24926 0.35
H -0.17660 -2.87789 0.44860 0.31
H -1.03830 -1.01243 -3.42436 0.30
H 0.59431 1.33047 -3.45131 0.27
H 1.95957 1.80393 -0.95028 0.42
H 1.13618 -0.29805 0.73390 0.29
C 2.26219 2.24017 3.04968 -0.87
C 2.34281 3.23646 1.87948 -0.35
O 3.04589 2.65211 0.92309 -0.83
H 3.25510 1.98914 3.44374 0.23
H 1.68613 2.68000 3.87214 0.35
H 1.76023 1.30815 2.76089 0.10
H 2.73039 4.16817 2.32048 0.26
H 1.29917 3.51611 1.66674 0.20
```

Results
HOMO level = -5.8 eV
Orbital gap = 0.167 hartree
LUMO = -1.25 eV

## R
C8H14N2O3 | the ωB97M-V functional and the def2-TZVPD basis

The geometry in XYZ format:
```
27
Properties=species:S:1:pos:R:3:mulliken_charge:R:1
C 0.70808 1.15803 1.50151 0.16
C -0.32870 1.03743 0.39284 0.97
C 0.69668 2.63766 1.96718 -1.45
C -0.70329 -0.47002 -1.51178 -0.52
C -2.23541 -0.45468 -1.58369 0.48
C -0.07977 -1.80101 -1.82198 -0.72
C 0.65710 -2.32199 -0.53450 -0.63
C -0.03590 -1.40125 0.54778 -0.69
H 1.87936 0.25065 0.18313 0.33
H 2.54843 0.33157 1.65538 0.31
H 0.41620 0.54608 2.37371 0.23
H 0.64398 3.29109 1.14032 0.34
H 1.59932 2.76664 2.56082 0.37
H -0.13228 3.01806 2.56313 0.37
H -0.40297 0.36936 -2.19176 0.47
H -0.89924 -2.47486 -2.23970 0.33
H 0.62237 -1.59361 -2.59105 0.29
H 1.79087 -2.10624 -0.52195 0.23
H 0.59439 -3.41915 -0.36491 0.36
H 0.57780 -1.14047 1.41667 0.45
H -1.04421 -1.86755 0.88806 0.33
H -1.99802 1.43336 -1.39339 0.43
N 2.02831 0.91786 0.97923 -0.65
N -0.32660 -0.18370 -0.13223 0.07
O -0.90913 2.05198 -0.06024 -0.78
O -2.95564 -1.41251 -1.48435 -0.54
O -2.71172 0.83727 -1.73825 -0.54
```

Results
HOMO level = -9.8 eV
Orbital gap = 0.377 hartree
SMILES = C[C@H](N)C(=O)N1CCC[C@H]1C(=O)O
LUMO = 0.50 eV

R wins, 192.8 kcal/mol ahead of the next structure.

## P
C2H3NO2S2 | the ωB97M-V functional and the def2-TZVPD basis

The geometry in XYZ format:
```
10
Properties=species:S:1:pos:R:3:mulliken_charge:R:1
C -0.93788 -0.15871 1.15822 0.02
C -0.55908 -1.51989 0.91067 -0.31
N 0.84200 2.62781 -1.31029 0.25
O 0.90905 2.86870 -2.47316 -0.30
O -0.13234 1.71621 -1.00501 -0.29
S -0.84083 1.29429 0.63837 0.10
S 0.71078 -1.77644 -0.42025 -0.16
H -1.43119 -2.08177 0.56478 0.26
H -0.19365 -1.99524 1.82457 0.31
H 1.63315 -0.97495 0.11209 0.12
```

Results
HOMO level = -9.5 eV
Orbital gap = 0.325 hartree
LUMO = -0.68 eV

## Q
C2H3NO2S2 | the ωB97M-V functional and the def2-TZVPD basis

The geometry in XYZ format:
```
10
Properties=species:S:1:pos:R:3:mulliken_charge:R:1
C -0.02225 1.09455 0.32196 -0.20
C -1.79841 -0.54754 -0.05979 -0.27
N -1.01597 0.42980 0.09323 0.00
O 1.09278 -0.35633 -1.49174 -0.51
O 1.31684 -1.30748 0.76240 -0.50
S 3.13997 0.85409 0.04385 -0.33
S 1.54397 -0.25100 -0.16137 0.83
H -0.08205 2.02458 0.89603 0.36
H -1.82535 -1.33280 0.57563 0.34
H -2.34954 -0.60786 -0.98020 0.26
```

Results
HOMO level = -8.8 eV
Orbital gap = 0.278 hartree
LUMO = -1.19 eV

## R
C2H3NO2S2 | the ωB97M-V functional and the def2-TZVPD basis

The geometry in XYZ format:
```
10
Properties=species:S:1:pos:R:3:mulliken_charge:R:1
C 0.20762 -0.19839 -0.10833 0.66
C 1.68593 0.01240 -0.08111 -0.88
N -0.53756 0.76306 -0.44150 -0.46
O -2.60459 1.46021 0.84283 -0.50
O -2.34694 -0.90943 -0.08047 -0.44
S -0.41733 -1.78733 0.32276 0.09
S -2.28419 0.60312 -0.30810 0.68
H 2.05881 -0.93513 0.31115 0.32
H 2.00759 0.97463 0.61474 0.24
H 2.23066 0.01685 -1.07196 0.28
```

Results
HOMO level (spin up / spin down) = -9.7 / -9.7 eV
Orbital gap (spin up / spin down) = 0.251 / 0.250 hartree
LUMO (spin up / spin down) = -2.89 / -2.89 eV

R wins, 8.4 kcal/mol ahead of the next structure.